Here is a molecular structure, C18H48B2F8FeO18S6 in a non-equilibrium geometry from OMol25. Energies are from ωB97M-V/def2-TZVPD.

Last column: Löwdin spin population.
Cartesian coordinates (Å):
1 Fe -9.79908 -25.96952 -18.94817  3.9407
2 B -12.61642 -24.16060 -19.08207  0.0007
3 F -13.77767 -24.16646 -18.27102  0.0017
4 F -12.48365 -23.12686 -19.89989  0.0009
5 F -11.56722 -24.10086 -18.24068  0.0192
6 F -12.43444 -25.35022 -19.75919  0.0125
7 B -7.91983 -25.15397 -21.80233  0.0003
8 F -8.05584 -25.97584 -22.94657  0.0004
9 F -9.10506 -24.70681 -21.35417  0.0092
10 F -7.34625 -25.91109 -20.77337  0.0070
11 F -7.05683 -24.07737 -21.98157  0.0008
12 O -5.91000 -29.82396 -18.26835  0.0002
13 S -6.44857 -28.92392 -17.26404  0.0000
14 O -7.72282 -28.23662 -17.51968  0.0024
15 O -6.46049 -29.78898 -15.82332  0.0003
16 C -7.21239 -31.05869 -15.71696  0.0000
17 C -8.67712 -30.94324 -15.88264  0.0000
18 C -5.08485 -27.63797 -16.79370  0.0000
19 H -7.03233 -31.36931 -14.68778  0.0000
20 H -6.77092 -31.72785 -16.45550  0.0000
21 H -8.90651 -30.72147 -16.92490  0.0000
22 H -8.89398 -30.03803 -15.31548  0.0000
23 H -9.23897 -31.74304 -15.40021  0.0000
24 H -5.13365 -26.80511 -17.49518  0.0000
25 H -4.08344 -28.05960 -16.70708  0.0000
26 H -5.35616 -27.46623 -15.75206  0.0000
27 O -5.81154 -22.65065 -16.74435  0.0001
28 S -7.08542 -22.32598 -17.26013  0.0000
29 O -8.04501 -23.37913 -17.61901  0.0019
30 O -7.77578 -21.34662 -16.11882  0.0002
31 C -9.13278 -20.89418 -16.36163  0.0000
32 C -9.42164 -19.84366 -15.29773  0.0000
33 C -6.71258 -21.08150 -18.58500  0.0000
34 H -9.63606 -21.75138 -15.91438  0.0000
35 H -9.37979 -20.68803 -17.40305  0.0000
36 H -10.42153 -19.42794 -15.42222  0.0000
37 H -8.62293 -19.10230 -15.32123  0.0000
38 H -9.38616 -20.20044 -14.26839  0.0000
39 H -5.89726 -20.41479 -18.30420  0.0000
40 H -7.61630 -20.54705 -18.87786  0.0000
41 H -6.35721 -21.57870 -19.48756  0.0000
42 O -12.04807 -30.35175 -21.67064  0.0000
43 S -10.63340 -30.03046 -21.68002  0.0000
44 O -10.06032 -28.94266 -20.91941  0.0013
45 O -9.87188 -31.41412 -21.10517  0.0000
46 C -10.15468 -32.63414 -21.61989  0.0000
47 C -9.96537 -33.70243 -20.45169  0.0000
48 C -9.91418 -29.94957 -23.38620  0.0001
49 H -9.57037 -32.83199 -22.51852  0.0000
50 H -11.18744 -32.64235 -21.96836  0.0000
51 H -8.98635 -33.66751 -19.97378  0.0000
52 H -10.28165 -34.71943 -20.68360  0.0000
53 H -10.67037 -33.29286 -19.72827  0.0000
54 H -8.83145 -29.94480 -23.26067  0.0000
55 H -10.29301 -29.04997 -23.87130  0.0000
56 H -10.30860 -30.76587 -23.99134  0.0000
57 O -0.84918 -26.96673 -23.13920  0.0000
58 S -1.37694 -27.09458 -21.79147  0.0000
59 O -0.64064 -27.94458 -20.85171  0.0000
60 O -1.54941 -25.67421 -20.98492  0.0000
61 C -2.01096 -24.56296 -21.72406  0.0000
62 C -2.67133 -23.67110 -20.62035  0.0000
63 C -3.16707 -27.60056 -21.92034  0.0000
64 H -2.76635 -24.87794 -22.44397  0.0000
65 H -1.14570 -24.07656 -22.17444  0.0000
66 H -3.54433 -24.14768 -20.17443  0.0000
67 H -2.90657 -22.67350 -20.99124  0.0000
68 H -1.93934 -23.34176 -19.88290  0.0000
69 H -3.53345 -28.31716 -21.18525  0.0000
70 H -3.22265 -28.05177 -22.91100  0.0000
71 H -3.81489 -26.72698 -21.84754  0.0000
72 O -14.84169 -23.90815 -29.13002  0.0000
73 S -14.21557 -22.75633 -28.47680  0.0000
74 O -15.00294 -21.58024 -28.17258  0.0000
75 O -13.33961 -23.20187 -27.12101  0.0000
76 C -12.59650 -22.25898 -26.37985  0.0000
77 C -12.19929 -22.90134 -25.06229  0.0000
78 C -12.94147 -22.15403 -29.58823  0.0000
79 H -13.22725 -21.39900 -26.15475  0.0000
80 H -11.77183 -21.73955 -26.86795  0.0000
81 H -13.01020 -23.18851 -24.39291  0.0000
82 H -11.55138 -22.26832 -24.45600  0.0000
83 H -11.54420 -23.74146 -25.29282  0.0000
84 H -13.51946 -22.04295 -30.50567  0.0000
85 H -12.17865 -22.93262 -29.58437  0.0000
86 H -12.58737 -21.24987 -29.09305  0.0000
87 O -3.02189 -23.84686 -29.49245  0.0000
88 S -3.26331 -23.36148 -28.10852  0.0000
89 O -2.86832 -22.09412 -27.51499  0.0000
90 O -4.91710 -23.58011 -27.85190  0.0000
91 C -5.49171 -23.08961 -26.64925  0.0000
92 C -6.92789 -23.77032 -26.60341  0.0000
93 C -2.82409 -24.63942 -26.93975  0.0000
94 H -5.51487 -21.99987 -26.65280  0.0000
95 H -4.97007 -23.37137 -25.73459  0.0000
96 H -7.30573 -23.85632 -27.62221  0.0000
97 H -7.55620 -23.15067 -25.96359  0.0000
98 H -6.83349 -24.79243 -26.23670  0.0000
99 H -1.89280 -24.35069 -26.45247  0.0000
100 H -2.56648 -25.49531 -27.56359  0.0000
101 H -3.64011 -25.06715 -26.35729  0.0000

Results
* Kohn-Sham gap (spin up / spin down): 0.231 / 0.195 Ha
* relative energy (zero: lowest compared OMol25 entry of this formula, charge and spin): 0.000 eV
* 2S+1: 5
* E_HOMO (spin up / spin down): -11.05 / -11.05 eV